A 13-piece molecular cluster, C38H108N6O20 overall at a distorted geometry, computed with wB97M-V/def2-TZVPD.

The value obtained for the relative energy (zero: lowest compared OMol25 entry of this formula, charge and spin) is 43.82 kcal/mol. The value obtained for the frontier orbital gap is 9.284 eV. The maximum force is 3.19 eV Å⁻¹. The calculation puts the total energy at -3345.6753 a.u.

Each line ends with the Mulliken charge.
Positions of all 172 atoms, in Å:
C1 -4.467 2.499 1.340  -0.720
C2 -4.895 3.808 0.729  1.033
C3 -6.048 3.644 -0.237  -0.365
O1 -6.312 4.984 -0.634  -0.346
C4 -7.029 4.970 -1.803  -0.612
N1 -5.207 4.752 1.808  -0.748
H1 -5.344 2.086 1.845  0.507
H2 -3.706 2.672 2.109  -0.018
H3 -4.079 1.812 0.576  -0.140
H4 -4.057 4.221 0.173  -0.124
H5 -6.894 3.235 0.256  0.516
H6 -5.810 2.954 -1.071  -0.044
H7 -8.005 4.539 -1.609  0.323
H8 -6.515 4.203 -2.535  0.120
H9 -7.102 5.920 -2.365  0.278
H10 -4.544 4.699 2.541  0.194
H11 -5.395 5.715 1.533  0.260
C5 -1.368 4.313 -5.936  -1.486
C6 -2.338 3.709 -4.913  0.971
C7 -1.584 3.529 -3.636  -1.032
O2 -2.410 2.804 -2.791  0.440
C8 -1.788 2.628 -1.527  -0.446
N2 -3.578 4.411 -4.644  -0.625
H12 -1.211 5.380 -5.692  0.350
H13 -1.806 4.219 -6.916  0.389
H14 -0.447 3.765 -5.889  0.399
H15 -2.568 2.669 -5.148  -0.271
H16 -1.412 4.512 -3.229  0.469
H17 -0.604 2.969 -3.856  0.236
H18 -1.906 3.581 -0.970  0.327
H19 -0.699 2.311 -1.512  0.276
H20 -2.270 1.771 -1.025  -0.451
H21 -3.385 5.375 -4.476  0.307
H22 -4.024 4.029 -3.810  0.126
C9 7.739 3.484 1.700  -1.252
C10 7.879 3.281 0.164  0.502
C11 6.456 3.060 -0.385  -0.968
O3 6.023 1.792 0.039  -0.057
C12 4.833 1.440 -0.637  -0.402
N3 8.540 4.323 -0.582  -0.622
H23 7.308 2.562 2.043  0.179
H24 7.068 4.235 2.069  0.300
H25 8.677 3.547 2.245  0.372
H26 8.415 2.333 0.041  0.236
H27 6.500 2.920 -1.447  0.372
H28 5.737 3.849 -0.123  0.431
H29 4.164 2.322 -0.452  0.329
H30 4.419 0.507 -0.300  -0.194
H31 4.899 1.355 -1.747  0.345
H32 9.532 4.336 -0.437  0.241
H33 8.127 5.287 -0.585  0.210
C13 -0.732 -0.585 -4.595  -0.273
C14 -1.953 -1.529 -4.695  2.393
C15 -2.611 -1.334 -6.065  -1.347
O4 -3.689 -2.127 -6.325  -0.425
C16 -4.935 -1.519 -5.819  -0.596
N4 -1.543 -2.943 -4.517  -0.706
H34 -0.160 -0.769 -3.667  -0.318
H35 -1.079 0.436 -4.578  -0.217
H36 -0.013 -0.550 -5.383  0.433
H37 -2.725 -1.432 -3.893  -1.193
H38 -1.832 -1.737 -6.642  0.630
H39 -2.748 -0.277 -6.286  0.328
H40 -4.802 -1.133 -4.770  0.235
H41 -5.711 -2.269 -5.780  0.293
H42 -5.212 -0.784 -6.550  0.346
H43 -2.280 -3.564 -4.968  0.244
H44 -0.735 -3.186 -5.076  0.318
C17 2.238 -2.769 4.485  -0.980
C18 2.106 -1.341 5.173  2.231
C19 1.174 -1.335 6.356  -1.130
O5 -0.122 -1.382 5.847  -0.063
C20 -1.083 -1.917 6.694  -1.022
N5 3.358 -0.719 5.641  -0.783
H45 2.731 -2.710 3.522  -0.267
H46 1.190 -3.117 4.395  0.343
H47 2.839 -3.439 5.092  0.452
H48 1.751 -0.687 4.361  -1.158
H49 1.262 -0.418 6.932  0.378
H50 1.443 -2.213 7.008  0.461
H51 -2.039 -2.132 6.206  0.250
H52 -1.213 -1.329 7.633  0.346
H53 -0.636 -2.884 7.125  0.333
H54 3.737 -1.220 6.466  0.296
H55 4.013 -0.827 4.880  0.294
C21 6.878 -3.167 2.391  -1.462
C22 5.418 -2.970 1.872  0.477
C23 5.038 -1.541 1.681  0.499
O6 4.880 -0.879 2.910  -0.521
C24 4.590 0.498 2.742  -0.033
N6 5.213 -3.726 0.510  -0.695
H56 7.023 -2.747 3.392  0.279
H57 7.515 -2.608 1.660  0.322
H58 7.162 -4.195 2.354  0.449
H59 4.719 -3.500 2.507  0.203
H60 4.073 -1.457 1.192  -0.644
H61 5.798 -1.047 1.077  0.510
H62 3.729 0.624 2.128  -0.133
H63 5.414 0.940 2.158  -0.168
H64 4.535 0.951 3.709  0.494
H65 6.023 -3.650 -0.132  0.324
H66 4.481 -3.275 -0.057  0.165
C25 1.613 -2.773 -3.270  0.440
C26 2.529 -1.981 -2.399  -0.371
O7 2.810 -2.594 -1.186  -0.393
O8 1.795 -2.433 -4.618  -0.464
H67 0.625 -2.537 -2.944  -0.552
H68 1.807 -3.839 -3.132  0.260
H69 2.204 -0.966 -2.214  0.103
H70 3.501 -1.960 -2.871  0.553
H71 2.238 -2.293 -0.489  -0.228
H72 2.708 -2.659 -4.850  0.378
C27 -0.336 3.200 2.177  0.091
C28 -0.611 4.296 3.216  -0.585
O9 0.262 5.361 3.165  -0.606
O10 0.986 2.654 2.484  -0.476
H73 -0.149 3.655 1.207  0.331
H74 -1.131 2.475 2.125  -0.029
H75 -0.544 3.887 4.215  0.288
H76 -1.630 4.642 3.238  0.323
H77 1.140 5.017 3.049  0.348
H78 0.915 2.006 3.205  0.319
C29 -2.375 -3.412 -0.808  -0.803
C30 -2.489 -2.811 0.583  0.430
O11 -1.386 -3.064 1.439  -0.569
O12 -1.511 -2.573 -1.642  -0.811
H79 -3.356 -3.445 -1.325  0.449
H80 -1.924 -4.440 -0.824  0.464
H81 -3.412 -3.201 0.947  0.440
H82 -2.678 -1.742 0.555  -0.684
H83 -1.147 -4.014 1.412  0.219
H84 -1.560 -2.906 -2.587  0.149
C31 0.366 0.119 -0.022  0.344
C32 0.935 -0.549 1.270  0.746
O13 1.113 -1.910 1.094  1.264
O14 -0.973 -0.096 -0.466  2.017
H85 1.012 -0.343 -0.770  -1.241
H86 0.462 1.176 0.129  0.371
H87 0.373 -0.281 2.171  -0.451
H88 1.926 -0.144 1.377  -0.487
H89 0.286 -2.335 1.288  -0.487
H90 -1.017 -1.000 -0.864  -1.204
C33 -4.651 -0.944 -1.587  0.621
C34 -4.724 0.428 -2.299  1.203
O15 -6.020 0.793 -2.854  -0.692
O16 -5.432 -1.885 -2.313  -0.591
H91 -5.021 -0.872 -0.550  0.465
H92 -3.603 -1.261 -1.546  -1.091
H93 -4.038 0.418 -3.149  0.077
H94 -4.329 1.152 -1.610  -0.854
H95 -5.828 1.233 -3.674  0.424
H96 -6.311 -1.578 -2.263  0.432
C35 1.342 -6.670 -0.260  -0.601
C36 0.976 -5.359 0.361  0.570
O17 -0.391 -5.426 0.765  -0.518
O18 1.149 -7.769 0.694  -0.571
H97 2.431 -6.683 -0.520  0.382
H98 0.742 -6.947 -1.166  0.257
H99 1.127 -4.618 -0.428  -0.142
H100 1.600 -5.090 1.292  -0.043
H101 -0.483 -6.236 1.296  0.273
H102 1.941 -8.270 0.914  0.312
C37 -2.274 0.434 4.221  -0.664
C38 -3.051 -0.478 3.261  0.405
O19 -2.832 -1.883 3.417  -0.632
O20 -0.934 0.642 3.901  -0.104
H103 -2.448 0.058 5.255  0.173
H104 -2.756 1.422 4.265  0.440
H105 -2.882 -0.203 2.206  -0.423
H106 -4.099 -0.247 3.522  0.472
H107 -2.050 -2.101 2.853  0.278
H108 -0.511 -0.081 4.337  -0.050